Below is a cluster of 2 separate species, C2H6FP in total in a non-equilibrium geometry, with properties calculated with ωB97M-V with the def2-TZVPD basis set.

Net charge: 0
HOMO-LUMO gap (spin up / spin down), hartree: 0.309 / 0.297
Energy relative to the best compared isomer or geometry (same formula, charge and spin), kcal/mol: 69.1
HOMO energy (spin up / spin down), Ha: -0.3221 / -0.2935

CARTESIAN COORDINATES (ANGSTROEM)
1 C 0.63 0.50 1.99
2 C -0.79 -0.72 -1.34
3 F 0.66 1.43 -1.19
4 P 0.90 -0.20 -0.98
5 H 1.29 1.26 1.78
6 H 1.05 -0.54 2.18
7 H -0.32 0.47 1.72
8 H -1.38 0.06 -0.74
9 H -1.09 -1.76 -1.04
10 H -0.97 -0.52 -2.38

What are the Löwdin partial charges on each atom? They are as follows, in elementary charge units:
1 C 0.04
2 C -0.40
3 F -0.43
4 P 0.82
5 H -0.05
6 H 0.01
7 H -0.09
8 H 0.05
9 H 0.05
10 H 0.01

---

Below is a structure of composition C2H6FeO2 in a non-equilibrium geometry, with properties calculated with ωB97M-V with the def2-TZVPD basis set.

Net charge: 0
HOMO-LUMO gap (spin up / spin down), hartree: 0.259 / 0.271
Spin multiplicity: 5
HOMO energy (spin up / spin down), Ha: -0.2984 / -0.2994

CARTESIAN COORDINATES (ANGSTROEM)
1 O 3.04 0.37 -0.77
2 O 0.80 0.69 0.27
3 H 1.25 1.12 -0.78
4 Fe 2.33 -0.30 0.74
5 C -0.58 0.43 0.48
6 C -1.14 -0.75 -0.28
7 H -1.11 1.35 0.18
8 H -0.69 0.27 1.56
9 H -1.05 -0.61 -1.37
10 H -0.64 -1.69 0.02
11 H -2.20 -0.88 -0.04

What are the Löwdin partial charges on each atom? They are as follows, in elementary charge units:
1 O -0.71
2 O -0.36
3 H 0.25
4 Fe 0.77
5 C -0.33
6 C -0.09
7 H 0.12
8 H 0.12
9 H 0.08
10 H 0.07
11 H 0.08

---

Below is the ion C2H6IN2O with charge +1 in a non-equilibrium geometry, with properties calculated with ωB97M-V with the def2-TZVPD basis set.

Net charge: +1
HOMO-LUMO gap (spin up / spin down), hartree: 0.278 / 0.278
Energy relative to the best compared isomer or geometry (same formula, charge and spin), kcal/mol: 120.3
HOMO energy (spin up / spin down), Ha: -0.4954 / -0.4951

CARTESIAN COORDINATES (ANGSTROEM)
1 C 0.63 0.67 -0.47
2 C -3.16 1.13 1.13
3 N 1.36 1.04 0.64
4 N 1.06 0.81 -1.73
5 O 2.76 1.21 0.68
6 I -1.90 0.23 -0.13
7 H -2.96 0.88 2.10
8 H -3.25 2.10 0.80
9 H 0.96 0.96 1.60
10 H 0.45 0.43 -2.47
11 H 2.01 1.00 -2.02
12 H 2.84 1.77 1.37

What are the Löwdin partial charges on each atom? They are as follows, in elementary charge units:
1 C -0.38
2 C -0.40
3 N -0.06
4 N 0.11
5 O 0.06
6 I 1.33
7 H -0.06
8 H -0.06
9 H 0.17
10 H 0.11
11 H 0.12
12 H 0.05

---

Below is a structure of composition C2H6IN2O in a non-equilibrium geometry, with properties calculated with ωB97M-V with the def2-TZVPD basis set.

Net charge: +1
HOMO-LUMO gap, hartree: 0.318
Energy relative to the best compared isomer or geometry (same formula, charge and spin), kcal/mol: 95.5
HOMO energy, Ha: -0.4732

CARTESIAN COORDINATES (ANGSTROEM)
1 C -2.11 -0.27 0.09
2 C 0.68 -0.99 -0.06
3 N -3.16 0.37 -0.44
4 N 1.49 0.27 -0.23
5 O -0.91 -0.14 -0.15
6 I -5.08 -0.06 0.01
7 H -2.36 -1.02 0.73
8 H 0.68 -1.29 0.94
9 H -3.07 0.86 -1.28
10 H 1.58 0.75 0.68
11 H 1.02 0.58 -0.99
12 H 2.35 -0.12 -0.50

What are the Löwdin partial charges on each atom? They are as follows, in elementary charge units:
1 C -0.34
2 C 0.08
3 N -0.42
4 N 0.15
5 O -0.03
6 I 0.97
7 H 0.10
8 H 0.03
9 H 0.05
10 H 0.18
11 H 0.09
12 H 0.14

---

Below is an isolated molecule of C2H6IN3S in a non-equilibrium geometry, with properties calculated with ωB97M-V with the def2-TZVPD basis set.

SMILES: [H]/N=N/[C@@H](NI)SC
Net charge: 0
HOMO-LUMO gap, hartree: 0.312
Energy relative to the best compared isomer or geometry (same formula, charge and spin), kcal/mol: 70.4
HOMO energy, Ha: -0.3188

CARTESIAN COORDINATES (ANGSTROEM)
1 H -0.32 3.02 0.95
2 N -0.32 2.24 0.27
3 N 0.63 1.46 0.37
4 C 0.36 0.28 -0.87
5 N 1.29 -0.75 -0.53
6 I 3.23 -0.14 -0.06
7 S -1.30 -0.50 -1.00
8 C -1.37 -1.15 0.71
9 H 0.40 0.91 -1.81
10 H 1.34 -1.46 -1.24
11 H -1.73 -0.42 1.49
12 H -0.27 -1.36 0.98
13 H -1.95 -2.12 0.73

What are the Löwdin partial charges on each atom? They are as follows, in elementary charge units:
1 H 0.07
2 N 0.01
3 N -0.06
4 C -0.75
5 N -0.57
6 I 0.73
7 S 0.79
8 C -0.43
9 H 0.09
10 H 0.01
11 H 0.04
12 H 0.04
13 H 0.04

---

Below is an isolated molecule of C2H6IN3S in a non-equilibrium geometry, with properties calculated with ωB97M-V with the def2-TZVPD basis set.

Net charge: 0
HOMO-LUMO gap, hartree: 0.267
Energy relative to the best compared isomer or geometry (same formula, charge and spin), kcal/mol: 112.2
HOMO energy, Ha: -0.2926

CARTESIAN COORDINATES (ANGSTROEM)
1 C 2.48 -0.27 0.28
2 C -0.01 0.40 -0.62
3 N -1.41 -1.38 -0.41
4 N -0.25 -0.79 -0.24
5 N -2.56 1.40 0.88
6 S 1.58 1.09 -0.50
7 I -3.23 -0.03 -0.19
8 H 3.40 0.14 0.68
9 H 2.70 -1.03 -0.47
10 H 1.87 -0.69 1.07
11 H -0.74 1.08 -1.04
12 H -1.52 -2.12 0.28
13 H -2.32 2.20 0.29

What are the Löwdin partial charges on each atom? They are as follows, in elementary charge units:
1 C -0.39
2 C -0.59
3 N -0.32
4 N -0.19
5 N -0.63
6 S 0.85
7 I 1.24
8 H 0.03
9 H 0.03
10 H 0.03
11 H 0.02
12 H 0.03
13 H -0.12

---

Below is a cluster of 2 separate species, C2H6IOS in total in a non-equilibrium geometry, with properties calculated with ωB97M-V with the def2-TZVPD basis set.

Net charge: +1
HOMO-LUMO gap (spin up / spin down), hartree: 0.184 / 0.246
Energy relative to the best compared isomer or geometry (same formula, charge and spin), kcal/mol: 51.7
HOMO energy (spin up / spin down), Ha: -0.4977 / -0.4848

CARTESIAN COORDINATES (ANGSTROEM)
1 C 0.53 0.26 -0.63
2 C 0.64 -2.27 0.69
3 O -1.03 -0.32 1.32
4 S 0.35 -0.45 1.01
5 I 4.98 -0.13 -0.34
6 H -0.32 0.87 -0.79
7 H 0.54 -0.58 -1.30
8 H 1.37 0.83 -0.69
9 H 0.50 -2.97 1.47
10 H 1.64 -2.34 0.40
11 H -0.18 -2.52 0.00

What are the Löwdin partial charges on each atom? They are as follows, in elementary charge units:
1 C -0.14
2 C -0.10
3 O -0.27
4 S 1.07
5 I 0.07
6 H 0.08
7 H 0.08
8 H 0.01
9 H 0.07
10 H 0.04
11 H 0.09

---

Below is a structure of composition C2H6MgO2 in a non-equilibrium geometry, with properties calculated with ωB97M-V with the def2-TZVPD basis set.

Net charge: 0
HOMO-LUMO gap, hartree: 0.222
Energy relative to the best compared isomer or geometry (same formula, charge and spin), kcal/mol: 57.9
HOMO energy, Ha: -0.2153

CARTESIAN COORDINATES (ANGSTROEM)
1 C -1.31 -0.95 0.57
2 C -0.92 0.32 -0.10
3 O -0.60 1.35 0.51
4 H -1.28 -0.86 1.66
5 H -2.33 -1.23 0.24
6 H -0.63 -1.75 0.24
7 H -1.01 0.33 -1.21
8 H 1.42 1.59 0.01
9 Mg 1.52 -1.02 -0.98
10 O 2.15 0.90 -0.37
11 H 2.99 1.33 -0.58

What are the Löwdin partial charges on each atom? They are as follows, in elementary charge units:
1 C -0.12
2 C -0.41
3 O -0.04
4 H 0.09
5 H 0.09
6 H -0.02
7 H 0.10
8 H 0.12
9 Mg 0.46
10 O -0.30
11 H 0.04

---

Total energy
In order: -14174.727 -40648.862 -15287.076 -15288.153 -25574.302 -25572.492 -23143.712 -11709.280
Unit: eV